Formula: C21H12Cl5MnN5O2S
Source: the OMol25 dataset
Level of theory: the ωB97M-V functional and the def2-TZVPD basis

XYZ file:
```
47
Properties=species:S:1:pos:R:3:forces:R:3:nbo_charge:R:1
Mn -0.89960 0.14656 0.15778 0.03 0.02 -0.07 0.840
N -0.36085 0.24838 2.15272 -0.06 -0.01 0.02 -0.783
C -1.57795 0.42602 2.98232 0.00 0.00 0.00 -0.211
C -2.38620 -0.85069 3.00653 0.03 -0.02 0.00 -0.539
C -2.90789 -1.31962 1.64412 0.03 0.03 0.01 0.795
O -3.51680 -2.38055 1.60197 -0.02 -0.03 -0.01 -0.672
O -2.65488 -0.57780 0.62040 -0.03 -0.02 0.01 -0.764
H 0.16248 -0.54743 2.50934 0.02 0.01 -0.01 0.366
H 0.23048 1.06753 2.25844 0.00 0.01 0.02 0.388
H -2.15927 1.22746 2.53142 0.00 0.02 -0.01 0.220
H -1.31050 0.72933 3.99829 0.00 -0.01 0.00 0.188
H -3.24900 -0.73503 3.66408 -0.01 0.01 -0.01 0.245
H -1.80170 -1.67459 3.42951 -0.01 0.00 0.00 0.214
S 5.39559 -3.29070 -2.06000 0.01 -0.01 0.00 0.936
N 5.09146 -1.72609 -1.81203 -0.03 0.00 0.01 -0.611
C 3.83185 -1.64074 -1.41771 0.02 -0.02 -0.01 0.181
C 3.12994 -0.41139 -1.09985 -0.01 0.02 0.02 -0.126
C 3.70756 0.85575 -1.17207 -0.02 0.00 -0.02 -0.118
C 2.93012 1.94913 -0.86411 0.01 0.00 0.00 -0.235
C 1.59656 1.76102 -0.51043 -0.03 0.01 0.00 0.069
N 1.03229 0.55922 -0.43333 0.02 -0.01 -0.05 -0.448
C 1.79546 -0.51964 -0.70765 0.05 0.07 -0.01 0.228
C 1.13815 -1.81560 -0.58716 -0.06 -0.09 -0.01 0.232
N -0.14014 -1.78630 -0.16146 0.01 -0.04 0.01 -0.473
C -0.81280 -2.93361 -0.09887 0.02 0.04 0.00 0.071
C -0.22615 -4.15820 -0.41749 0.00 -0.01 0.00 -0.229
C 1.08907 -4.20040 -0.81971 -0.01 -0.01 -0.03 -0.119
C 1.79413 -3.00108 -0.91796 -0.02 0.02 0.04 -0.105
C 3.17841 -2.90156 -1.34001 0.02 0.01 -0.02 0.101
N 3.95757 -3.91495 -1.67976 -0.01 0.02 0.01 -0.591
H 4.74238 0.95523 -1.47106 0.00 0.00 0.00 0.241
H 3.32839 2.95282 -0.90454 0.00 0.00 0.00 0.236
H 0.95198 2.60092 -0.28971 0.00 -0.01 0.00 0.230
H -1.85002 -2.87258 0.20913 -0.01 0.00 0.02 0.264
H -0.81941 -5.05822 -0.34224 0.00 0.00 0.00 0.238
H 1.57954 -5.13070 -1.07354 0.00 0.00 0.01 0.239
Cl -0.71087 3.58594 1.94310 -0.01 -0.02 0.00 -0.037
C -1.52500 3.34753 0.40409 0.00 0.01 0.02 0.027
C -1.52414 2.08363 -0.16042 0.03 0.00 0.02 -0.364
C -2.07773 2.03251 -1.42826 0.00 -0.01 -0.02 -0.062
Cl -1.92676 0.45193 -2.18891 0.01 0.02 0.05 0.082
C -2.65785 3.08893 -2.10608 0.00 0.02 0.01 -0.080
Cl -3.31657 2.88879 -3.68134 0.00 0.00 0.00 0.053
C -2.67849 4.33039 -1.46824 0.00 0.00 0.00 -0.092
Cl -3.39907 5.68447 -2.24808 0.00 0.00 0.00 0.053
C -2.09472 4.46596 -0.20976 0.00 -0.02 -0.01 -0.121
Cl -2.07909 6.00798 0.55853 0.00 0.01 0.00 0.047
```
Forces are in eV/Å.

**Energy above the lowest of the compared OMol25 structures with the same formula, charge and spin**: 0.0000 eV
**HOMO energy (spin up / spin down)**: -8.14 / -7.55 eV
**LUMO (spin up / spin down)**: -1.17 / -1.18 eV
**Max |F|**: 0.1 eV/Å
**<S²>**: 0.776
**Gap between HOMO and LUMO (spin up / spin down)**: 6.9660 / 6.3758 eV
**Net charge**: 0
**Spin multiplicity**: 2